Computed, not measured: C42H32AsClIrN5O3S as an isolated structure, with ωB97M-V with the def2-TZVPD basis set.

Geometry as ORCA input:
```
! RIJCOSX wB97M-V def2-TZVPD def2/J DEFGRID3
* xyz 1 6
Ir -1.387 0.812 -0.170
N -0.012 3.670 3.024
C -0.446 2.748 2.162
S 0.095 2.791 0.553
N -1.283 1.858 2.803
N -1.835 0.989 2.006
C -2.557 0.101 2.705
C -3.423 -0.868 2.201
C -4.009 -1.750 3.181
C -4.901 -2.698 2.843
C -5.305 -2.837 1.466
C -4.815 -2.028 0.503
C -3.836 -1.010 0.800
O -3.393 -0.299 -0.145
H 0.563 4.420 2.693
H -0.368 3.672 3.968
H -2.462 0.171 3.784
H -3.706 -1.635 4.219
H -5.320 -3.349 3.603
H -6.019 -3.612 1.199
H -5.118 -2.123 -0.536
Cl -7.286 3.394 -3.864
C -5.966 3.132 -2.815
C -6.020 3.667 -1.501
C -4.971 3.475 -0.671
C -3.806 2.727 -1.107
O -2.840 2.602 -0.340
C -3.796 2.174 -2.455
C -2.711 1.365 -3.021
N -1.649 1.025 -2.424
C -0.747 0.194 -3.158
C -0.268 0.481 -4.392
C 0.646 -0.406 -5.023
C 1.020 -1.564 -4.414
C 0.503 -1.889 -3.130
C 0.784 -3.099 -2.449
C 0.205 -3.343 -1.247
C -0.619 -2.352 -0.662
N -0.880 -1.210 -1.249
C -0.355 -0.991 -2.496
C -4.876 2.402 -3.268
H -6.893 4.223 -1.187
H -4.964 3.857 0.343
H -2.873 0.994 -4.039
H -0.571 1.404 -4.887
H 1.036 -0.158 -6.004
H 1.699 -2.257 -4.906
H 1.451 -3.827 -2.904
H 0.387 -4.270 -0.715
H -1.057 -2.501 0.321
H -4.880 2.005 -4.278
O 0.601 -0.246 0.881
As 2.273 -0.224 0.924
C 2.936 0.211 2.655
C 3.192 -0.787 3.595
C 3.536 -0.434 4.896
C 3.628 0.909 5.250
C 3.398 1.902 4.303
C 3.048 1.558 3.004
C 2.885 -1.973 0.495
C 2.287 -3.059 1.140
C 2.707 -4.350 0.844
C 3.709 -4.555 -0.106
C 4.288 -3.471 -0.761
C 3.879 -2.174 -0.458
C 3.160 0.958 -0.277
C 2.472 1.515 -1.349
C 3.130 2.385 -2.211
C 4.472 2.691 -2.001
C 5.164 2.125 -0.933
C 4.508 1.257 -0.063
H 3.146 -1.829 3.322
H 3.734 -1.209 5.632
H 3.882 1.183 6.271
H 3.495 2.952 4.578
H 2.871 2.327 2.265
H 1.487 -2.896 1.848
H 2.253 -5.199 1.350
H 4.040 -5.566 -0.335
H 5.064 -3.635 -1.507
H 4.331 -1.332 -0.966
H 1.431 1.290 -1.491
H 2.590 2.832 -3.043
H 4.982 3.382 -2.669
H 6.212 2.364 -0.773
H 5.043 0.823 0.774
*
```

The LUMO energy (alpha / beta) is -2.64 / -4.90 eV. As for the energy above the lowest of the compared OMol25 structures with the same formula, charge and spin: 8.4 kcal/mol. The value obtained for the frontier orbital gap (alpha / beta) is 6.241 / 5.111 eV.

Here are the Mulliken charges for atoms 1 to 4, given in e: number 1, Ir, carries 3.002; number 2, N, carries -0.258; number 3, C, carries 0.607; number 4, S, carries -0.473

***

Computed, not measured: C21H26N4PRhS as an isolated structure, with ωB97M-V with the def2-TZVPD basis set.

Geometry as ORCA input:
```
! RIJCOSX wB97M-V def2-TZVPD def2/J DEFGRID3
* xyz 2 1
Rh -0.952 -0.585 -0.146
C -2.553 3.686 -3.737
C -3.739 3.333 -3.110
C -3.851 2.119 -2.445
C -2.754 1.272 -2.441
C -1.568 1.590 -3.083
C -1.467 2.821 -3.715
N -2.902 -0.011 -1.835
N -3.045 -0.114 -0.610
C -3.331 -1.408 -0.016
C -4.538 -2.061 0.050
C -4.554 -3.242 0.796
C -3.417 -3.717 1.442
C -2.196 -3.047 1.359
C -2.195 -1.886 0.618
H -2.478 4.633 -4.254
H -4.591 3.999 -3.142
H -4.773 1.825 -1.961
H -0.740 0.889 -3.079
H -0.543 3.095 -4.207
H -5.425 -1.670 -0.430
H -5.476 -3.801 0.873
H -3.474 -4.628 2.023
H -1.308 -3.449 1.826
C 4.488 -2.810 2.526
C 4.081 -1.918 1.403
C 4.852 -0.913 0.870
C 4.381 -0.220 -0.245
N 3.140 -0.433 -0.735
C 2.403 -1.369 -0.198
S 0.807 -1.792 -0.851
N 2.875 -2.126 0.826
C 5.229 0.762 -0.971
H 5.264 -2.340 3.124
H 4.893 -3.741 2.121
H 3.641 -3.063 3.165
H 5.818 -0.688 1.299
H 2.293 -2.893 1.144
H 5.965 1.226 -0.318
H 4.615 1.512 -1.464
H 5.773 0.223 -1.753
C -1.487 2.030 1.555
P -0.081 1.027 1.049
C 1.056 2.134 0.212
C 0.712 0.551 2.593
H -1.138 2.792 2.255
H -2.236 1.406 2.040
H -1.945 2.510 0.689
H 1.241 2.974 0.885
H 0.623 2.502 -0.719
H 1.991 1.628 -0.019
H 1.004 1.457 3.127
H 1.600 -0.052 2.408
H 0.015 -0.019 3.206
*
```

The LUMO energy is -7.73 eV. As for the energy above the lowest of the compared OMol25 structures with the same formula, charge and spin: 46.4 kcal/mol. The value obtained for the frontier orbital gap is 6.314 eV.

Here are the Mulliken charges for atoms 1 to 4, given in e: number 1, Rh, carries -0.392; number 2, C, carries -0.535; number 3, C, carries -0.537; number 4, C, carries -0.470

***

Computed, not measured: one molecule with the formula C6H14O, with ωB97M-V with the def2-TZVPD basis set.

Geometry as ORCA input:
```
! RIJCOSX wB97M-V def2-TZVPD def2/J DEFGRID3
* xyz 0 1
C -3.474 -0.149 -0.510
C -2.296 -0.344 0.444
C -0.954 -0.129 -0.255
C 0.271 -0.231 0.651
C 1.544 0.034 -0.145
O 2.628 0.237 0.728
C 3.855 0.534 0.112
H -4.433 -0.295 -0.003
H -3.427 -0.855 -1.348
H -3.470 0.863 -0.934
H -2.381 0.362 1.281
H -2.343 -1.350 0.886
H -0.859 -0.847 -1.083
H -0.946 0.874 -0.706
H 0.325 -1.217 1.120
H 0.187 0.496 1.471
H 1.759 -0.795 -0.844
H 1.377 0.928 -0.773
H 4.216 -0.279 -0.538
H 4.569 0.691 0.919
H 3.851 1.471 -0.475
*
```

The LUMO energy is 1.14 eV. As for the energy above the lowest of the compared OMol25 structures with the same formula, charge and spin: 17.4 kcal/mol. As for the structure (SMILES): CCCCCOC. The value obtained for the frontier orbital gap is 10.926 eV.

Here are the Mulliken charges for atoms 1 to 4, given in e: number 1, C, carries -1.238; number 2, C, carries -0.347; number 3, C, carries -0.636; number 4, C, carries -0.482

***

Computed, not measured: H26O13 as an isolated structure, with ωB97M-V with the def2-TZVPD basis set.

Geometry as ORCA input:
```
! RIJCOSX wB97M-V def2-TZVPD def2/J DEFGRID3
* xyz -1 2
O -0.554 2.561 -2.327
H -1.122 1.805 -2.190
H -1.016 3.273 -1.899
O -0.015 -1.574 1.514
H -0.668 -2.041 1.004
H -0.668 -1.832 2.563
O 3.438 2.388 -0.551
H 2.808 3.016 -0.882
H 2.785 2.037 0.000
O -2.751 2.598 -0.353
H -2.257 2.458 0.410
H -3.638 2.465 -0.125
O 2.552 -1.728 0.735
H 1.568 -1.597 0.502
H 3.143 -1.088 0.713
O -2.616 1.034 -2.802
H -2.558 1.850 -3.312
H -3.387 1.032 -2.364
O -0.792 -0.452 4.372
H -0.019 0.255 4.547
H -0.061 -0.804 3.786
O -1.417 2.228 1.954
H -1.353 3.189 2.238
H -0.549 1.765 2.084
O 2.610 -2.178 -2.017
H 2.728 -2.112 -1.119
H 3.193 -1.698 -2.599
O 1.094 -0.242 -1.207
H 0.359 -0.800 -1.717
H 0.976 0.697 -1.529
O -2.770 -2.489 -1.199
H -3.516 -2.091 -1.802
H -2.353 -3.178 -1.694
O 0.614 -4.051 0.339
H 1.416 -3.618 -0.003
H 0.071 -4.332 -0.437
O 1.337 1.038 1.952
H 1.235 1.360 1.083
H 2.152 0.855 2.330
*
```

The LUMO energy (alpha / beta) is 2.59 / 2.43 eV. As for the energy above the lowest of the compared OMol25 structures with the same formula, charge and spin: 130.0 kcal/mol. The value obtained for the frontier orbital gap (alpha / beta) is 2.343 / 9.821 eV.

Here are the Mulliken charges for atoms 1 to 4, given in e: number 1, O, carries -0.591; number 2, H, carries 0.377; number 3, H, carries 0.298; number 4, O, carries -0.829